{
  "formula": "C25H28N3O5PtS2",
  "method": "ωB97M-V/def2-TZVPD",
  "e_homo_ha": [-0.3797, -0.3798],
  "charge": 1,
  "max_force_ev_per_a": 1.2,
  "e_lumo_ev": [-3.10, -3.10],
  "symbols": ["Pt", "C", "C", "N", "C", "C", "S", "C", "C", "N", "H", "H", "H", "H", "H", "H", "H", "H", "H", "H", "H", "H", "H", "H", "O", "S", "C", "C", "C", "C", "C", "C", "C", "C", "C", "C", "C", "C", "H", "H", "H", "H", "H", "H", "H", "H", "H", "H", "O", "C", "O", "C", "C", "C", "C", "C", "C", "N", "O", "O", "H", "H", "H", "H"],
  "xyz": [[0.1194, 0.2251, -0.4624], [-0.9061, -0.0346, 2.3626], [0.5161, 0.3955, 2.8050], [1.4223, 0.3898, 1.6799], [2.2814, 1.5264, 1.4376], [1.5097, 2.7785, 0.9865], [0.4023, 2.4936, -0.4631], [-1.2504, 2.9087, 0.1602], [-1.6335, 2.0590, 1.3452], [-1.3493, 0.6237, 1.0967], [-1.6165, 0.1931, 3.1680], [-0.9410, -1.1078, 2.1887], [0.8512, -0.2749, 3.6052], [0.4966, 1.3986, 3.2407], [1.9896, -0.4463, 1.6466], [2.9604, 1.2246, 0.6328], [2.8902, 1.7965, 2.3136], [2.2312, 3.5365, 0.6844], [0.9119, 3.2099, 1.7870], [-1.8979, 2.7085, -0.6938], [-1.3191, 3.9756, 0.3796], [-2.6909, 2.2056, 1.5909], [-1.0707, 2.3693, 2.2287], [-2.1886, 0.1609, 0.7607], [-0.2776, -1.7826, -1.1862], [-1.3768, -2.7867, -0.9641], [-2.8244, -1.7848, -0.5917], [-2.9601, -0.6339, -1.3728], [-4.0768, 0.1699, -1.1953], [-5.0473, -0.1771, -0.2669], [-4.9181, -1.3409, 0.4737], [-3.8094, -2.1589, 0.3081], [-0.9891, -3.6041, 0.5732], [-0.0492, -3.0731, 1.4416], [0.2554, -3.7624, 2.6020], [-0.3687, -4.9682, 2.8789], [-1.2810, -5.5091, 1.9871], [-1.5856, -4.8355, 0.8160], [-2.2105, -0.3893, -2.1265], [-4.1962, 1.0527, -1.8044], [-5.9177, 0.4472, -0.1367], [-5.6831, -1.6188, 1.1813], [-3.7144, -3.0613, 0.8928], [0.4677, -2.1562, 1.1674], [0.9945, -3.3708, 3.2850], [-0.1220, -5.5036, 3.7843], [-1.7379, -6.4636, 2.1892], [-2.2687, -5.2644, 0.0994], [0.8226, 0.3490, -2.9092], [1.8574, -0.1932, -2.5138], [2.0741, -0.3617, -1.2735], [2.9090, -0.6766, -3.4556], [2.8528, -0.3242, -4.8012], [3.8233, -0.7683, -5.6854], [4.8585, -1.5805, -5.2391], [4.8867, -1.9247, -3.8939], [3.9366, -1.4875, -2.9864], [5.9650, -2.7853, -3.4078], [6.8140, -3.1200, -4.2054], [5.9351, -3.1055, -2.2363], [2.0387, 0.2975, -5.1387], [3.7772, -0.4873, -6.7244], [5.6270, -1.9448, -5.9006], [3.9933, -1.7731, -1.9476]],
  "mulliken_charge": [2.51, -0.38, -1.03, -0.16, -1.05, -0.58, -0.26, -0.91, -0.40, -0.28, 0.52, 0.01, 0.51, 0.47, 0.27, 0.34, 0.44, 0.56, 0.38, 0.28, 0.54, 0.41, 0.37, -0.42, -0.34, -0.12, 0.50, -0.61, -0.60, -0.59, -0.67, -0.30, 0.16, -0.50, -0.50, -0.61, -0.54, -0.41, 0.56, 0.52, 0.44, 0.43, 0.44, 0.68, 0.44, 0.41, 0.42, 0.52, -0.70, 0.61, -0.90, 0.28, -0.47, -0.60, -0.51, -0.12, -0.32, 1.06, -0.62, -0.62, 0.48, 0.42, 0.51, 0.63]
}

=====

{
  "formula": "C25H29BGaN10OS2",
  "method": "ωB97M-V/def2-TZVPD",
  "e_homo_ha": -0.4029,
  "de_lowest_kj_mol": 57.7,
  "charge": 1,
  "max_force_ev_per_a": 0.4,
  "e_lumo_ev": -2.88,
  "symbols": ["Ga", "C", "C", "N", "N", "C", "B", "N", "C", "C", "C", "N", "N", "C", "C", "C", "N", "H", "H", "H", "H", "H", "H", "H", "H", "H", "H", "C", "C", "C", "N", "C", "S", "N", "C", "O", "C", "C", "C", "C", "C", "C", "H", "H", "H", "H", "H", "H", "H", "H", "H", "H", "H", "H", "H", "H", "C", "C", "C", "C", "N", "C", "S", "N", "H", "H", "H", "H", "H"],
  "xyz": [[-0.9065, 1.8809, 0.1883], [-3.4781, -0.3089, -2.5982], [-2.4952, -0.3273, -1.6149], [-2.1438, 0.9164, -1.2824], [-2.9058, 1.7457, -2.0243], [-3.7118, 1.0355, -2.8217], [-2.9066, 3.2791, -1.8024], [-1.4607, 3.7511, -2.0409], [-0.9927, 4.5884, -2.9722], [0.3891, 4.5364, -2.9498], [0.6905, 3.6066, -1.9609], [-0.4353, 3.1351, -1.4186], [-3.2930, 3.5113, -0.3321], [-4.2576, 4.2657, 0.2104], [-4.2717, 4.0409, 1.5757], [-3.2592, 3.1115, 1.7939], [-2.6884, 2.7935, 0.6318], [-3.9552, -1.1532, -3.0632], [-2.0755, -1.1837, -1.1141], [-4.4089, 1.5247, -3.4812], [-3.6579, 3.8221, -2.5465], [-1.6573, 5.1768, -3.5823], [1.0778, 5.0845, -3.5676], [1.6633, 3.2783, -1.6387], [-4.8591, 4.9153, -0.4031], [-4.9193, 4.4851, 2.3106], [-2.9200, 2.6666, 2.7157], [0.7146, -3.3504, -2.0569], [1.4884, -3.5703, -0.7565], [1.7636, -2.2648, -0.0145], [0.5436, -1.5360, 0.3428], [0.1142, -1.1337, 1.5298], [-1.2225, -0.0664, 1.6717], [0.6866, -1.5447, 2.6772], [1.3811, -2.7554, 3.0316], [2.3325, -2.6689, 3.7550], [0.8024, -4.0203, 2.5341], [-0.5524, -4.1425, 2.2231], [-1.0541, -5.3637, 1.8062], [-0.2107, -6.4605, 1.6920], [1.1359, -6.3458, 2.0167], [1.6396, -5.1326, 2.4486], [0.7504, -4.2488, -2.6699], [1.1449, -2.5328, -2.6418], [-0.3345, -3.1208, -1.8591], [2.4579, -4.0222, -0.9737], [0.9393, -4.2585, -0.1160], [2.3429, -1.6190, -0.6791], [2.3562, -2.4329, 0.8809], [0.0031, -1.1898, -0.4325], [0.5772, -0.9103, 3.4569], [-1.2182, -3.2970, 2.3436], [-2.1059, -5.4623, 1.5720], [-0.6084, -7.4113, 1.3625], [1.7879, -7.2052, 1.9391], [2.6812, -5.0238, 2.7222], [5.1452, 3.0515, 0.8636], [3.7911, 2.4682, 0.6328], [3.5891, 1.3869, -0.2437], [2.2980, 0.9740, -0.4453], [1.2621, 1.5352, 0.1898], [1.5395, 2.5504, 1.0519], [0.1751, 3.2512, 1.8046], [2.7681, 3.0237, 1.2680], [5.8139, 2.3039, 1.2940], [5.0611, 3.8964, 1.5407], [5.5821, 3.3793, -0.0806], [4.4166, 0.9099, -0.7488], [2.0602, 0.1821, -1.1443]],
  "mulliken_charge": [0.89, -1.26, -0.17, 0.29, 0.11, -0.13, -0.19, -0.15, -0.11, -1.27, 0.14, 0.39, 0.08, -0.09, -1.25, -0.06, 0.00, 0.42, 0.58, 0.46, -0.08, 0.47, 0.42, 0.38, 0.47, 0.42, 0.52, -1.40, 0.26, -1.21, 0.67, -0.04, -0.45, 0.05, -0.41, -0.51, 0.68, 0.11, -0.85, -0.38, -0.63, -0.42, 0.42, 0.31, 0.30, 0.46, -0.25, 0.43, 0.60, 0.05, 0.30, 0.50, 0.43, 0.42, 0.42, 0.48, -1.27, 0.89, -1.22, -0.53, -0.20, 0.17, -0.50, -0.52, 0.33, 0.35, 0.33, 0.44, 1.12]
}

=====

{
  "formula": "C25H29BN3O3Ru",
  "method": "ωB97M-V/def2-TZVPD",
  "s_squared": 0.84,
  "e_homo_ha": [-0.2428, -0.2430],
  "de_lowest_kj_mol": 129.6,
  "spin_multiplicity": 2,
  "max_force_ev_per_a": 3.3,
  "e_lumo_ev": [-0.41, -0.29],
  "symbols": ["Ru", "O", "C", "N", "C", "C", "C", "C", "C", "C", "N", "C", "C", "C", "C", "C", "N", "H", "H", "H", "H", "H", "H", "H", "H", "H", "H", "C", "C", "C", "C", "C", "C", "C", "H", "H", "H", "H", "H", "H", "H", "C", "C", "C", "O", "B", "O", "C", "C", "C", "H", "H", "H", "H", "H", "H", "H", "H", "H", "H", "H", "H"],
  "xyz": [[-0.0366, -0.6600, 0.3284], [3.7750, 0.0022, -0.8804], [2.5811, -0.2992, -0.7897], [1.9654, -0.6124, 0.3788], [2.5988, -0.3432, 1.6297], [1.5915, -0.4999, 2.7383], [1.9755, -0.4763, 4.0630], [1.0295, -0.6540, 5.0726], [-0.2999, -0.8529, 4.6850], [-0.6202, -0.8633, 3.3517], [0.2908, -0.6874, 2.3622], [1.6506, -0.3538, -1.9256], [2.0672, -0.1616, -3.2394], [1.1577, -0.2214, -4.2701], [-0.2021, -0.4510, -3.9549], [-0.5620, -0.6273, -2.6448], [0.3226, -0.5998, -1.6304], [3.0094, 0.6807, 1.6399], [3.4461, -1.0276, 1.7856], [3.0217, -0.3497, 4.3074], [1.3203, -0.6570, 6.1109], [-1.0663, -1.0100, 5.4277], [-1.6384, -1.0311, 3.0234], [3.1147, 0.0246, -3.4108], [1.4650, -0.0949, -5.2952], [-0.9475, -0.4880, -4.7341], [-1.5958, -0.8108, -2.3595], [-1.2477, -2.8876, 0.5706], [0.0615, -3.3302, 0.3398], [0.5612, -3.5516, -0.9856], [1.7941, -4.1184, -1.1893], [2.5999, -4.4812, -0.1114], [2.1494, -4.2609, 1.1912], [0.9225, -3.6967, 1.4237], [-1.6733, -2.9881, 1.5579], [-1.9357, -2.7871, -0.2630], [-0.0761, -3.3172, -1.8293], [2.1422, -4.2984, -2.1969], [3.5605, -4.9421, -0.2832], [2.7727, -4.5514, 2.0250], [0.5703, -3.5473, 2.4364], [-3.7174, 3.2033, 0.1901], [-2.6522, 2.6236, -0.7470], [-3.0806, 2.8853, -2.1906], [-2.6115, 1.2031, -0.5287], [-1.4797, 0.8564, 0.1583], [-0.6735, 1.9631, 0.3389], [-1.1892, 3.0820, -0.3977], [-0.3018, 3.2254, -1.6389], [-1.0698, 4.3325, 0.4748], [-4.6654, 2.7091, -0.0115], [-3.8362, 4.2693, 0.0177], [-3.4550, 3.0253, 1.2290], [-4.1169, 2.5803, -2.3157], [-2.4787, 2.3174, -2.8934], [-3.0002, 3.9455, -2.4160], [-0.3812, 2.3321, -2.2550], [0.7338, 3.3152, -1.3179], [-0.5687, 4.1013, -2.2248], [-1.4669, 4.1529, 1.4708], [-1.5877, 5.1740, 0.0227], [-0.0168, 4.5867, 0.5820]],
  "mulliken_charge": [-0.75, -0.78, -0.04, 0.53, -0.89, 0.34, -0.84, -0.43, -0.83, -0.63, 0.77, 0.32, -0.79, -0.54, -0.75, -0.74, 1.21, 0.44, 0.44, 0.51, 0.43, 0.42, 0.54, 0.57, 0.46, 0.50, 0.46, -1.25, 1.19, -0.44, -0.55, -0.48, -0.64, -0.52, 0.41, 0.19, 0.49, 0.42, 0.39, 0.42, 0.33, -2.05, 1.64, -1.79, -0.26, 0.23, -0.22, 1.77, -1.83, -1.93, 0.52, 0.37, 0.34, 0.46, 0.29, 0.34, 0.11, 0.57, 0.37, 0.37, 0.36, 0.45]
}

=====

{
  "formula": "C25H29BiBrN8O11S",
  "method": "ωB97M-V/def2-TZVPD",
  "e_homo_ha": -0.4051,
  "de_lowest_kj_mol": 105.3,
  "charge": 1,
  "max_force_ev_per_a": 4.0,
  "e_lumo_ev": -4.34,
  "symbols": ["Bi", "C", "C", "N", "N", "C", "N", "S", "C", "C", "C", "C", "C", "N", "H", "H", "H", "H", "H", "H", "H", "H", "H", "C", "O", "C", "C", "O", "C", "C", "O", "C", "H", "H", "H", "H", "H", "H", "H", "H", "H", "H", "H", "H", "H", "H", "O", "C", "C", "C", "N", "C", "Br", "C", "H", "H", "H", "H", "O", "N", "O", "C", "C", "C", "C", "O", "C", "C", "N", "O", "O", "N", "O", "O", "H", "H"],
  "xyz": [[-1.0412, -0.9907, 0.1099], [-2.0407, 3.4232, 0.7734], [-1.8016, 2.1569, 0.0236], [-2.3480, 0.9893, 0.4485], [-3.4168, 1.1641, 1.2786], [-4.0615, 0.1130, 1.7196], [-5.0598, 0.2551, 2.6650], [-3.9081, -1.5542, 0.9342], [-0.8530, 2.1172, -1.0463], [-0.4117, 3.2304, -1.8571], [0.4446, 3.0355, -2.9404], [1.0359, 1.7709, -3.0854], [0.6285, 0.7515, -2.2383], [-0.2794, 0.9210, -1.3126], [-2.1861, 4.2999, 0.1415], [-1.1827, 3.7263, 1.4039], [-2.9403, 3.3418, 1.3987], [-5.3549, 1.2153, 2.8637], [-5.8231, -0.3911, 2.7927], [-0.8750, 4.1645, -1.6542], [0.5826, 3.7809, -3.7201], [1.7793, 1.6026, -3.8892], [1.1023, -0.2275, -2.3261], [2.3881, 2.5929, 0.5128], [2.6972, 1.2474, 0.1639], [3.9882, 1.2274, -0.4740], [4.3625, -0.2097, -0.6613], [3.5317, -0.7676, -1.6502], [4.0430, -1.9765, -2.1999], [2.9463, -2.8075, -2.8133], [2.0928, -1.8608, -3.5058], [1.3793, -2.3886, -4.6590], [2.9555, 2.8910, 1.4410], [2.6461, 3.3688, -0.2066], [1.2723, 2.7707, 0.7579], [4.0418, 1.7123, -1.4297], [4.7428, 1.6812, 0.1665], [5.4086, -0.2174, -0.9112], [4.1904, -0.7540, 0.2816], [4.8312, -1.7553, -2.9757], [4.5455, -2.5930, -1.4151], [3.2916, -3.6092, -3.4351], [2.3826, -3.3090, -1.9212], [0.3534, -2.5767, -4.3724], [1.4687, -1.6682, -5.4586], [1.7783, -3.3105, -5.0817], [-6.5803, 0.8104, -2.8082], [-5.4651, 0.0454, -2.5323], [-4.4264, -0.1163, -3.4401], [-3.2437, -0.6420, -2.9281], [-3.0749, -0.9513, -1.5998], [-4.1518, -1.0200, -0.8005], [-1.1877, -3.8942, -0.4167], [-5.3758, -0.5589, -1.2532], [-6.6545, 1.0734, -3.7756], [-4.4662, 0.1580, -4.4750], [-2.4344, -0.8954, -3.5911], [-6.2657, -0.5021, -0.6534], [2.4940, -3.5736, 6.3269], [1.8092, -2.5655, 6.5082], [1.2509, -2.2598, 7.5237], [1.6028, -1.6654, 5.3619], [0.6588, -0.6925, 5.4431], [0.3088, -0.0356, 4.3031], [0.5389, -0.5415, 3.0042], [-0.3536, -0.2507, 2.0524], [1.5765, -1.4647, 2.9575], [2.1635, -1.9741, 4.1243], [2.0778, -1.9979, 1.6387], [3.1362, -2.6611, 1.6893], [1.4412, -1.8090, 0.5261], [-0.5027, 1.1471, 4.5013], [-0.6990, 1.9150, 3.5352], [-0.8652, 1.3811, 5.6682], [0.2819, -0.4397, 6.4298], [3.0790, -2.6025, 4.0439]],
  "mulliken_charge": [1.65, -1.71, 0.58, 1.40, -1.39, 0.28, -0.42, -0.18, 0.12, -0.75, -1.00, -0.40, -0.51, 0.70, 0.58, 0.30, 0.35, 0.25, 0.26, 0.52, 0.46, 0.54, 0.54, -0.75, 0.02, -0.87, -0.65, 0.00, -0.59, -0.44, -0.22, -0.91, 0.37, 0.39, -0.06, 0.38, 0.52, 0.54, 0.11, 0.29, 0.36, 0.59, 0.05, 0.24, 0.29, 0.38, -0.54, 0.84, -0.70, -0.61, -0.11, 0.11, -0.62, -0.45, 0.34, 0.38, 0.45, 0.47, -0.58, 1.01, -0.58, -0.23, 0.01, -1.05, 0.79, 0.01, -0.49, -0.52, 0.92, -0.56, -0.46, 0.97, -0.53, -0.62, 0.63, 0.54]
}